[1]
Density functional theory data (ωB97M-V with the def2-TZVPD basis set) for C42H36FP2Y as an isolated structure.

Atoms and positions in Å:
C 2.66734 0.11934 -3.40928
C 1.86954 1.16304 -2.90866
C 2.39396 2.46121 -2.79729
C 3.69259 2.71835 -3.21763
C 4.46274 1.69476 -3.77058
C 3.95475 0.39415 -3.84971
P 0.27798 0.72686 -2.13664
C -0.49418 2.42640 -2.10168
C -0.50097 3.33722 -0.98403
C -1.33554 4.46301 -1.06723
C -1.86083 4.86947 -2.29828
C -1.65203 4.08490 -3.44586
C -1.04967 2.83160 -3.31817
Y 0.21765 1.24638 0.42722
P 2.10783 -0.67970 0.46942
C 3.41821 0.64815 0.43939
C 4.63963 0.44607 -0.21343
C 5.58480 1.46945 -0.27833
C 5.26494 2.75203 0.17167
C 4.01082 2.98838 0.73145
C 3.10156 1.94265 0.93449
C 2.00777 -1.17479 2.24371
C 1.01220 -2.09218 2.62585
C 0.66987 -2.24374 3.96476
C 1.40914 -1.57553 4.95118
C 2.48253 -0.75817 4.58644
C 2.78380 -0.55541 3.23783
C 2.72361 -2.16200 -0.35089
C 2.01227 -2.83057 -1.37277
C 2.55042 -3.98015 -1.96187
C 3.78114 -4.49589 -1.53074
C 4.48265 -3.83567 -0.51516
C 3.95362 -2.68385 0.07466
C -0.56327 -0.33717 -3.33547
C -0.16586 -0.31387 -4.68092
C -0.78191 -1.14986 -5.61244
C -1.82171 -1.99179 -5.20492
C -2.24738 -1.99984 -3.86795
C -1.62322 -1.17827 -2.93068
H 0.47338 -2.64902 1.85351
H -0.16899 -2.88474 4.24325
H 1.14502 -1.69145 5.99842
H 3.08083 -0.25434 5.35100
H 3.60944 0.09616 2.94853
H 4.86370 -0.52179 -0.66658
H 6.57247 1.27125 -0.69319
H 5.99523 3.55778 0.07813
H 3.73770 4.00218 1.02974
H 2.21096 2.13003 1.58626
H 1.05780 -2.42628 -1.72399
H 2.01722 -4.48339 -2.77469
H 4.19507 -5.40808 -1.97982
H 5.45395 -4.20951 -0.17965
H 4.52990 -2.16491 0.84560
H 0.63463 0.35338 -4.99897
H -0.43338 -1.13058 -6.64864
H -2.29572 -2.64486 -5.93581
H -3.07041 -2.65293 -3.56024
H -1.94974 -1.17095 -1.88695
H 0.23017 3.33852 -0.10739
H -1.56081 5.02007 -0.15136
H -2.43433 5.79299 -2.38749
H -1.98325 4.42297 -4.43074
H -1.00972 2.15385 -4.17438
H 1.78626 3.27127 -2.39036
H 4.10046 3.72436 -3.11057
H 5.47884 1.90765 -4.10633
H 4.55233 -0.42544 -4.24633
H 2.27374 -0.89695 -3.47140
H 6.97064 0.34999 -3.92270
H 6.44634 -0.16479 -4.08390
F -4.99057 -0.65420 3.28720
C -3.85071 -0.44942 2.55016
C -3.15447 -1.55778 2.08533
C -2.01498 -1.34544 1.28738
C -1.60950 -0.06044 0.98404
C -2.30975 1.05101 1.47885
C -3.45916 0.85195 2.27601
H -3.50586 -2.56700 2.29931
H -1.47080 -2.20384 0.89201
H -2.06506 2.09482 1.21664
H -4.04612 1.69729 2.63179

Cartesian forces, eV/Å:
C -0.02 0.29 0.09
C 0.42 -0.24 0.48
C -0.15 -0.31 0.04
C 0.14 -0.07 -0.15
C 0.01 0.00 0.18
C -0.10 0.12 -0.05
P 0.32 0.55 -1.24
C 0.46 0.19 0.23
C -0.39 -0.22 -0.74
C 0.23 0.27 0.11
C -0.03 -0.47 -0.22
C 0.07 -0.01 0.40
C -0.52 0.37 0.22
Y -1.50 -1.37 0.99
P 1.02 -0.60 1.09
C -0.38 -0.16 -0.22
C -0.05 0.10 0.03
C -0.13 0.22 0.05
C -0.08 -0.31 -0.12
C -0.33 0.27 0.29
C 0.34 -0.44 -0.33
C 0.17 0.23 0.28
C -0.27 0.36 -0.24
C 0.35 -0.08 0.10
C 0.03 0.13 -0.35
C -0.02 -0.09 0.06
C -0.32 0.10 -0.14
C 0.12 -0.55 -0.71
C 0.35 0.31 0.15
C 0.07 -0.09 0.03
C -0.14 0.28 0.13
C -0.09 0.08 0.03
C 0.20 -0.18 -0.16
C -0.56 -0.09 -0.08
C -0.07 -0.08 -0.03
C -0.02 0.06 0.23
C 0.16 0.13 0.17
C 0.04 0.03 -0.14
C 0.30 0.21 -0.05
H 0.10 0.23 0.30
H 0.35 0.12 -0.07
H 0.06 0.01 -0.16
H -0.22 -0.25 -0.26
H -0.23 -0.11 0.18
H -0.07 0.36 0.22
H -0.27 0.04 0.01
H -0.31 -0.20 0.06
H 0.16 -0.31 0.11
H 0.69 -0.04 -0.27
H 0.24 -0.19 0.11
H 0.11 0.22 0.38
H -0.24 0.49 0.18
H -0.39 0.10 -0.11
H -0.24 -0.29 -0.12
H -0.20 -0.21 0.01
H -0.24 -0.06 0.36
H 0.06 0.14 0.21
H 0.35 0.28 -0.12
H 0.08 -0.06 -0.30
H -0.90 0.37 -1.05
H 0.37 0.11 -0.49
H 0.16 -0.28 0.19
H 0.01 -0.07 0.41
H -0.02 0.25 0.29
H 0.24 -0.21 -0.17
H -0.09 -0.28 -0.13
H -0.39 -0.07 0.07
H -0.17 0.29 0.03
H 0.15 0.28 0.03
H -0.16 -0.38 -0.11
H 0.58 0.24 0.10
F 1.30 0.27 -0.76
C -0.85 0.06 0.49
C 0.60 -0.19 -0.61
C -1.18 -0.52 0.63
C 1.69 1.46 -0.67
C -0.85 -1.12 0.54
C 0.21 0.47 -0.21
H 0.02 0.32 0.07
H -0.21 0.17 0.14
H 0.06 -0.06 0.04
H 0.05 -0.30 0.02

The charge is +2. The energy above the lowest of the compared OMol25 structures with the same formula, charge and spin is 19.82 kJ/mol. Its LUMO energy is -6.0815 eV.

***

[2]
Density functional theory data (ωB97M-V with the def2-TZVPD basis set) for a 2-piece molecular cluster, C14H16 overall.

Atoms and positions in Å:
C -1.22316 -0.05133 -2.94775
C 1.98115 -1.83765 -3.02725
C 0.77040 -1.34228 -3.38279
C 2.58682 -1.56644 -1.81573
C 0.07686 -0.62885 -2.41192
C 1.75305 -0.89493 -0.79675
C 0.46903 -0.49969 -1.13020
H 2.58103 -2.33799 -3.82450
H 0.28601 -1.65671 -4.33412
H 3.56913 -1.94994 -1.51071
H 2.23994 -0.89829 0.14153
H -1.71075 0.77815 -2.24918
H -1.82759 -1.05736 -3.08517
H -0.11832 -0.13255 -0.46010
H -1.02812 0.67154 -3.71504
C -2.67669 0.87156 1.50724
C -1.09705 0.80952 3.34454
C -1.37809 1.17519 2.04944
C 0.23226 0.53578 3.83127
C 1.24805 0.64301 2.90705
C -0.30505 1.61977 1.32178
C 1.00873 1.17102 1.67582
H -1.83010 0.45018 3.97236
H 0.18241 0.39907 4.90889
H -2.71557 0.22398 0.54944
H -3.44165 1.66557 1.62436
H 2.16141 0.32116 3.18949
H -0.48857 2.02320 0.33819
H 1.83597 1.24232 1.02180
H -3.14153 0.25298 2.30802

Cartesian forces, eV/Å:
C -1.48 -0.13 2.84
C 2.87 -0.79 -1.53
C -0.98 -0.31 0.27
C -2.04 1.07 2.45
C -1.93 0.55 -2.81
C 2.18 -2.37 -2.95
C 4.78 -1.93 -2.16
H -0.51 0.07 0.82
H 0.50 0.73 0.69
H -0.46 0.27 -0.40
H -0.21 0.50 1.15
H 0.52 -2.43 -0.53
H 0.28 2.82 -0.45
H -3.53 2.43 3.92
H 0.02 -0.72 -1.53
C -3.42 -1.26 0.15
C 3.35 -0.90 0.27
C 1.59 0.28 0.83
C -3.52 1.61 -0.75
C -1.97 0.28 0.98
C 2.08 -1.19 -0.98
C -2.02 1.41 -0.26
H -1.93 -0.38 1.28
H 1.13 -0.63 -0.25
H 0.09 1.59 1.37
H 0.56 0.19 -1.26
H 3.13 -0.87 0.59
H 0.16 0.08 -0.24
H 0.49 0.42 -0.82
H 0.25 -0.40 -0.71

The charge is 0. The energy above the lowest of the compared OMol25 structures with the same formula, charge and spin is 313.27 kJ/mol. Its LUMO energy is 0.9348 eV.

***

[3]
Density functional theory data (ωB97M-V with the def2-TZVPD basis set) for an isolated molecule of C5H10O.

Atoms and positions in Å:
O -1.65629 -0.08971 0.94606
C -1.05760 0.12986 -0.33276
C -0.15462 -1.05994 -0.65887
C 0.94144 -0.87346 0.39367
C 1.22710 0.64346 0.34510
C -0.08693 1.29767 -0.15419
H -2.55061 -0.39801 0.79420
H -1.82375 0.32351 -1.09647
H -0.68824 -2.01432 -0.59077
H 0.25549 -0.96470 -1.67425
H 1.83058 -1.48701 0.22445
H 0.52075 -1.14140 1.36817
H 1.53468 1.03397 1.31911
H 2.03880 0.84865 -0.36059
H -0.51872 2.00256 0.56196
H 0.06057 1.83058 -1.09997

Cartesian forces, eV/Å:
O -0.42 0.05 -0.05
C 0.13 0.09 -0.27
C 0.00 -0.02 -0.01
C 0.07 -0.04 0.04
C 0.12 0.02 0.01
C -0.01 0.05 -0.03
H -0.12 -0.13 0.14
H 0.11 -0.02 0.18
H 0.10 0.13 0.02
H -0.08 0.02 0.14
H -0.10 0.10 -0.02
H 0.15 0.01 -0.13
H -0.02 -0.07 -0.14
H -0.06 -0.01 0.11
H 0.13 -0.07 -0.11
H 0.00 -0.12 0.12

The charge is 0. The energy above the lowest of the compared OMol25 structures with the same formula, charge and spin is 18.22 kJ/mol. Its LUMO energy is 0.9433 eV.

***

[4]
Density functional theory data (ωB97M-V with the def2-TZVPD basis set) for C23H18CoN4O4S2 as an isolated structure.

Atoms and positions in Å:
Co 1.41438 -0.01036 0.42837
N -5.10483 -0.69695 -3.66525
C -4.43527 -0.99386 -2.45706
C -4.87357 -0.43758 -1.25783
C -4.18429 -0.68153 -0.07923
C -3.05033 -1.47950 -0.09344
C -2.60233 -2.02789 -1.28721
C -3.29593 -1.79388 -2.46147
S -2.12857 -1.77722 1.39801
O -1.52444 -3.07542 1.23405
O -3.05541 -1.61122 2.49632
N -0.94749 -0.70611 1.36724
C -1.13709 0.60272 1.51939
N 0.01799 1.31877 1.35053
C -0.01671 2.62500 1.46209
C -1.19343 3.30816 1.74703
C -2.32547 2.51710 1.86407
N -2.33267 1.20326 1.75606
H -6.09880 -0.56853 -3.54596
H -4.91953 -1.37305 -4.39140
H -5.75250 0.20067 -1.25428
H -4.50605 -0.25469 0.86093
H -1.69887 -2.62445 -1.28466
H -2.92476 -2.19566 -3.39859
H 0.92663 3.13982 1.30160
H -1.22561 4.38380 1.83728
H -3.29610 2.97737 2.04742
O 4.48150 2.58095 0.85637
C 3.99634 1.44563 0.91457
O 3.11624 0.99171 0.11328
C 4.52883 0.50806 2.00581
C 5.74675 0.90841 2.56373
C 6.41234 0.17296 3.52796
C 5.83104 -1.01254 3.97075
C 4.61944 -1.41845 3.45051
C 3.92296 -0.68718 2.46078
S 2.35094 -1.37248 2.04719
H 6.15414 1.84122 2.19536
H 7.36112 0.51468 3.92766
H 6.31934 -1.61772 4.72879
H 4.15520 -2.33018 3.80835
C -0.25998 -0.01784 -4.21551
C -1.01068 0.56378 -3.20158
C -0.56095 0.51143 -1.88288
C 0.64891 -0.08703 -1.50033
C 1.38318 -0.64547 -2.56313
C 0.94619 -0.63040 -3.88478
H -0.60647 0.00619 -5.24421
H -1.96154 1.03735 -3.43242
H -1.20319 0.96116 -1.12489
H 2.34611 -1.10602 -2.35304
H 1.55330 -1.08701 -4.66236

Cartesian forces, eV/Å:
Co 0.00 0.25 -0.18
N -0.01 -0.02 0.00
C 0.00 0.00 0.00
C -0.01 0.00 -0.02
C 0.00 -0.02 0.02
C -0.02 0.00 -0.02
C 0.02 0.00 0.01
C -0.01 0.02 -0.01
S -0.01 0.05 0.04
O -0.03 -0.02 -0.01
O 0.00 0.00 0.01
N -0.07 0.04 0.02
C -0.14 0.00 -0.04
N 0.02 -0.35 -0.11
C 0.02 0.31 0.03
C 0.10 0.00 -0.01
C -0.06 0.11 0.02
N 0.12 -0.23 -0.03
H 0.03 0.00 0.00
H 0.00 0.02 0.02
H 0.02 -0.02 0.00
H 0.01 0.00 -0.01
H -0.02 0.01 -0.01
H 0.00 0.00 0.02
H -0.01 -0.01 -0.01
H 0.00 0.00 0.00
H 0.02 0.00 0.00
O 0.02 0.06 -0.06
C -0.09 -0.15 0.24
O -0.10 0.17 0.01
C 0.00 -0.04 -0.07
C 0.06 -0.06 0.01
C -0.03 0.02 -0.03
C -0.04 -0.01 -0.02
C 0.05 0.05 -0.03
C -0.05 0.00 0.05
S 0.17 -0.07 0.08
H 0.00 -0.01 0.01
H -0.01 0.00 0.00
H 0.00 0.00 0.00
H 0.01 0.01 -0.01
C 0.03 -0.01 0.07
C 0.05 -0.04 0.02
C -0.04 0.06 -0.01
C 0.05 -0.13 -0.02
C -0.02 0.00 -0.01
C -0.04 0.04 0.03
H 0.00 0.00 0.00
H 0.02 -0.01 0.01
H 0.04 -0.02 -0.03
H -0.03 -0.01 0.01
H -0.01 0.01 0.00

The spin multiplicity is 4. The charge is -2. The energy above the lowest of the compared OMol25 structures with the same formula, charge and spin is 10.36 kJ/mol. Its LUMO energy (spin up / spin down) is 4.4922 / 4.4921 eV.